[1]
A molecular structure, CHO4S, computed with ωB97M-V/def2-TZVPD.

CARTESIAN COORDINATES (ANGSTROEM)
C: -1.0890 0.3594 -0.0397
O: -0.6249 -0.9395 -0.2759
O: -2.2573 0.5625 -0.1174
O: 1.9371 -0.7848 0.2417
O: -0.1311 1.1800 0.2888
S: 1.9974 0.5597 -0.3134
H: 0.1679 -0.9374 0.2158

Cartesian forces, eV/Å:
C 2.5205 -0.8515 0.1600
O -2.3150 0.6466 -0.4937
O -2.0041 0.7554 -0.2647
O 0.6772 -2.4413 1.0899
O 0.2919 -0.0664 -0.4316
S -1.1275 2.6645 -0.5972
H 1.9569 -0.7075 0.5374

## Properties
Gap between HOMO and LUMO (spin up / spin down) in eV: 6.945 / 6.903
F_max in eV/Å: 2.95
Total charge: -1

[2]
A gas-phase ion, CHO5S (charge -1), computed with ωB97M-V/def2-TZVPD.

CARTESIAN COORDINATES (ANGSTROEM)
C: 1.0377 1.0300 0.6913
O: 1.9868 0.8828 -0.0404
O: 0.9963 1.7082 1.6799
O: 0.1915 -1.7336 -1.0245
O: -1.8959 -0.5902 -0.6455
O: -0.2571 0.1138 0.3660
S: -0.4558 -0.4108 -1.2305
H: -1.6035 -1.0002 0.2037

Cartesian forces, eV/Å:
C 0.9633 -0.5479 0.2670
O 0.2033 -1.1617 -2.5404
O -2.2819 0.5158 1.7543
O -0.5077 1.0123 -2.2118
O -3.4626 -1.6873 -1.6845
O 3.5236 3.2139 -0.4102
S 2.4567 -1.6347 4.8326
H -0.8947 0.2897 -0.0071

## Properties
Gap between HOMO and LUMO in eV: 8.284
F_max in eV/Å: 5.66
Total charge: -1

[3]
2 unconnected molecules or ions with the total composition CHO5S, computed with ωB97M-V/def2-TZVPD.

CARTESIAN COORDINATES (ANGSTROEM)
C: -0.3085 0.7434 0.0417
O: 0.1868 -1.1527 -1.5818
O: 1.3461 -1.1887 0.6139
O: -0.8869 -2.0850 0.3996
O: 0.5361 1.1829 1.0375
O: 0.8820 1.2322 -0.3981
S: 0.1282 -1.2059 -0.1563
H: -1.8838 2.4737 0.0434

Cartesian forces, eV/Å:
C 1.0626 -0.3350 0.9855
O 0.4315 -0.4426 -1.2920
O 0.3329 -0.3658 -0.3900
O -0.0724 0.5856 -0.1942
O -0.6829 0.8563 0.2245
O -0.3023 0.9291 -0.4055
S -1.2886 -0.4444 1.1570
H 0.5192 -0.7833 -0.0854

## Properties
Gap between HOMO and LUMO (spin up / spin down) in eV: 8.666 / 7.492
F_max in eV/Å: 1.79
Total charge: -1